C19H20N2O4S | ωB97M-V/def2-TZVPD

Cartesian coordinates (Å):
C  -2.0937  -3.7592  -1.6993
O  -1.3594  -2.5597  -1.7122
C  -1.9034  -1.4599  -1.1304
C  -3.1603  -1.3947  -0.5669
C  -3.6295  -0.2143  0.0165
C  -2.8508  0.9203  0.0507
O  -3.1996  2.1236  0.6106
C  -4.4681  2.2281  1.2086
C  -1.5645  0.8712  -0.5257
N  -0.7564  1.9711  -0.5018
C  0.5177  2.0560  -1.0162
O  1.1453  3.0973  -0.8982
C  1.0000  0.8342  -1.6552
C  2.3681  0.8415  -2.2753
C  3.4544  1.3568  -1.3153
N  3.2914  0.8216  0.0182
C  3.5798  -0.4569  0.3256
O  4.1464  -1.2243  -0.4192
C  3.1645  -0.8419  1.7563
C  1.7125  -0.6149  1.9861
C  1.0932  0.5061  2.4520
C  -0.3124  0.3782  2.5204
C  -0.7437  -0.8375  2.1041
S  0.5548  -1.8472  1.6039
C  0.2260  -0.2752  -1.6732
C  -1.0861  -0.3026  -1.1162
H  -3.0284  -3.6653  -2.2615
H  -1.4562  -4.4982  -2.1817
H  -2.3128  -4.0833  -0.6771
H  -3.8113  -2.2536  -0.5606
H  -4.6190  -0.2186  0.4444
H  -4.5774  1.5258  2.0412
H  -4.5330  3.2474  1.5858
H  -5.2691  2.0595  0.4821
H  -1.1251  2.8043  -0.0578
H  2.6163  -0.1743  -2.5850
H  2.3631  1.4863  -3.1574
H  3.4054  2.4425  -1.2422
H  4.4338  1.0498  -1.6888
H  2.7020  1.3512  0.6412
H  3.4186  -1.8928  1.8976
H  3.7505  -0.2365  2.4520
H  1.6198  1.3911  2.7663
H  -0.9654  1.1575  2.8703
H  -1.7477  -1.2072  2.0494
H  0.5900  -1.1871  -2.1226

Forces on atoms 1 to 6 (eV/Å):
-0.120 -0.216 -0.020
0.190 0.357 0.026
-0.145 0.311 0.146
0.204 -0.478 -0.200
0.114 0.512 0.126
-0.159 -0.099 0.022

Output
energy relative to the best compared isomer or geometry (same formula, charge and spin) = 0.428 eV
2S+1 = 1
largest force on an atom = 0.782 eV Å⁻¹
orbital gap = 8.537 eV
SMILES = COc1ccc(OC)c2[nH]c(=O)c(CCNC(=O)Cc3cccs3)cc12